Formula: C20H19ClN2O2
Source: OMol25
Level of theory: the ωB97M-V functional and the def2-TZVPD basis

Geometry (Å):
Cl -5.774 2.799 -2.839
N -1.009 -0.129 0.082
N -3.243 -0.081 0.757
O 0.440 -1.806 1.138
O 7.573 0.932 -0.054
C -2.216 0.379 0.055
C -0.789 -1.205 0.862
C -3.017 -1.023 1.648
C -1.805 -1.606 1.699
C -1.846 3.184 -2.492
C -3.149 3.419 -2.859
C 2.467 -2.218 -0.153
C 2.005 -0.005 0.680
C -1.548 2.152 -1.564
C -3.885 1.711 -1.315
C 3.710 -1.802 -0.663
C 3.235 0.407 0.199
C -4.165 2.644 -2.297
C 1.605 -1.338 0.558
C -2.560 1.423 -0.919
C 4.122 -0.469 -0.456
C -5.056 -2.407 1.913
C 6.265 0.502 0.325
C -4.122 -1.450 2.603
C 5.451 0.061 -0.860
H 8.071 0.228 -0.504
H -1.613 -2.434 2.374
H -1.036 3.775 -2.902
H -3.433 4.200 -3.564
H 2.126 -3.245 -0.244
H 1.399 0.709 1.202
H -0.519 1.926 -1.364
H -4.689 1.148 -0.886
H 4.309 -2.593 -1.105
H 3.510 1.454 0.313
H -5.296 -1.994 0.926
H -4.574 -3.394 1.829
H -5.970 -2.515 2.512
H 6.333 -0.283 1.080
H 5.784 1.349 0.799
H -4.688 -0.596 2.945
H -3.671 -1.949 3.490
H 5.288 0.866 -1.552
H 5.976 -0.727 -1.398

## Properties
- Charge: 0
- Kohn-Sham gap: 9.08 eV
- SMILES: CCc1cc(Oc2ccc(CCO)cc2)nc(-c2cccc(Cl)c2)n1
- LUMO energy: 0.3 eV
- Energy above the lowest of the compared OMol25 structures with the same formula, charge and spin: 1.450 eV

natural (NBO) population analysis, charges in e, atoms 1 to 6:
1. Cl 0.018
2. N -0.506
3. N -0.483
4. O -0.495
5. O -0.723
6. C 0.415